Entry 1:
Entry from the OMol25 dataset: one molecule with the formula C5H8O2 (ωB97M-V with the def2-TZVPD basis set).

Last column: Mulliken charge in e.
Geometry (Å):
C1 0.058 -1.131 -1.453  -1.12
C2 1.111 -0.197 -0.853  -0.36
C3 0.507 0.861 0.076  -0.53
C4 -0.273 0.273 1.222  0.53
O1 -0.052 -0.804 1.730  -0.51
C5 -1.452 1.080 1.788  -0.08
O2 -1.830 2.128 1.328  -0.46
H1 -0.435 -1.715 -0.672  0.31
H2 0.517 -1.843 -2.146  0.33
H3 -0.709 -0.572 -2.002  0.30
H4 1.645 0.326 -1.659  0.33
H5 1.856 -0.785 -0.301  0.26
H6 1.301 1.475 0.524  0.33
H7 -0.132 1.568 -0.465  0.33
H8 -1.941 0.575 2.647  0.36

The total energy comes out at -9409.0345 eV. The calculation puts the HOMO energy at -0.361 Ha.

---

Entry 2:
Entry from the OMol25 dataset: a 3-piece molecular cluster, C4H13NO2 overall (ωB97M-V with the def2-TZVPD basis set).

Last column: Mulliken charge in e.
Geometry (Å):
C1 0.646 0.361 1.728  -0.71
C2 -0.073 1.287 0.674  0.42
C3 -1.304 0.826 0.139  -0.83
N1 -1.462 -0.514 -0.114  -0.39
C4 0.614 2.544 0.291  -1.19
H1 1.515 0.703 2.406  0.37
H2 -0.045 0.126 2.664  0.18
H3 0.877 -0.644 1.264  -0.15
H4 -2.211 1.480 0.220  0.23
H5 -2.022 -0.974 0.609  0.28
H6 -0.596 -1.073 -0.322  0.05
H7 1.824 2.438 -0.036  0.18
H8 0.139 3.154 -0.695  0.31
H9 0.584 3.271 1.188  0.17
H10 0.346 -0.564 -3.112  0.30
H11 -0.326 -1.779 -3.719  0.28
O1 -0.263 -1.300 -2.929  -0.60
H12 -0.155 -2.858 -0.532  0.45
H13 1.288 -3.058 0.468  0.31
O2 0.622 -3.425 -0.190  -0.67

As for the net charge: -1. The total energy comes out at -9939.2070 eV. The expectation value of S² is 0.757. The calculation puts the HOMO energy (alpha / beta) at 0.030 / -0.054 Ha. As for the spin multiplicity: 2.

---

Entry 3:
Entry from the OMol25 dataset: Cl5HgIO20 as an isolated structure (ωB97M-V with the def2-TZVPD basis set).

Last column: Mulliken charge in e.
Geometry (Å):
Hg1 16.320 22.322 23.818  1.48
I1 16.355 19.450 24.467  -0.47
Cl1 16.602 26.225 23.132  1.48
O1 16.203 26.422 21.695  -0.70
O2 17.761 27.041 23.487  -0.61
O3 15.433 27.010 23.527  -0.73
O4 16.359 24.887 23.545  -0.53
Cl2 20.410 23.612 23.446  1.61
O5 19.013 23.196 23.608  -0.60
O6 20.582 24.890 23.966  -0.66
O7 21.213 22.686 24.331  -0.72
O8 20.750 23.658 22.028  -0.64
Cl3 13.050 23.211 24.914  1.76
O9 11.966 22.432 24.551  -0.74
O10 13.900 23.009 23.850  -0.71
O11 12.389 24.501 24.899  -0.66
O12 13.727 22.625 25.987  -0.59
Cl4 17.822 21.659 20.111  1.62
O13 17.886 22.997 19.651  -0.69
O14 19.126 21.373 19.834  -0.68
O15 17.461 21.570 21.478  -0.52
O16 17.111 20.742 19.259  -0.73
Cl5 16.653 22.808 27.854  1.61
O17 17.219 22.675 26.558  -0.59
O18 17.657 23.473 28.565  -0.74
O19 15.710 23.756 27.927  -0.56
O20 16.368 21.447 28.385  -0.70

As for the net charge: -4. The total energy comes out at -115791.3611 eV. The calculation puts the HOMO energy at 0.065 Ha.

---

Entry 4:
Entry from the OMol25 dataset: an isolated ion of composition C4H8N3 and charge +1 (ωB97M-V with the def2-TZVPD basis set).

Last column: Mulliken charge in e.
Geometry (Å):
C1 -2.166 0.242 -0.182  -1.05
C2 -0.797 0.117 0.343  0.09
C3 -0.333 -1.102 0.746  -0.22
C4 1.015 -1.418 0.642  -0.07
N1 1.898 -0.660 0.061  -0.42
N2 1.482 0.321 -0.652  0.26
N3 2.181 1.390 -0.849  -0.31
H1 -2.472 1.248 0.051  0.34
H2 -2.324 -0.059 -1.254  0.29
H3 -2.861 -0.440 0.401  0.37
H4 -0.311 1.001 0.548  0.48
H5 -1.094 -1.900 0.960  0.30
H6 1.285 -2.422 1.063  0.36
H7 1.575 1.905 -1.543  0.33
H8 2.923 1.776 -0.335  0.25

As for the net charge: +1. The total energy comes out at -8737.5424 eV. The calculation puts the HOMO energy (alpha / beta) at -0.530 / -0.530 Ha.

---

Entry 5:
Entry from the OMol25 dataset: C38H43FN5O17PSSi2 as an isolated structure (ωB97M-V with the def2-TZVPD basis set).

Last column: Mulliken charge in e.
Geometry (Å):
C1 -0.088 2.591 2.685  0.03
C2 -0.644 1.735 2.004  -0.44
C3 -0.967 0.446 1.141  -0.69
C4 0.349 -0.174 0.470  -0.60
C5 1.623 0.073 1.409  -0.05
Si1 3.186 -0.883 0.912  0.13
C6 4.598 0.384 0.715  -0.41
C7 4.301 1.523 -0.367  -0.37
C8 3.844 2.925 0.293  0.01
O1 4.482 3.997 -0.427  -0.57
O2 3.608 -2.184 1.945  -0.26
Si2 3.725 -1.747 3.597  0.35
P1 5.791 -1.530 4.358  0.85
O3 6.725 -2.642 3.996  -0.61
O4 6.370 -0.015 3.853  -0.49
O5 5.663 -1.409 6.059  -0.51
S1 2.930 -1.790 -1.090  1.07
O6 4.230 -2.353 -1.471  -0.60
O7 2.344 -0.864 -2.062  -0.55
F1 1.875 -3.107 -1.011  -0.26
H1 0.476 3.246 3.404  0.33
H2 -1.417 -0.327 1.848  0.38
H3 -1.729 0.787 0.370  0.30
H4 0.533 0.265 -0.551  0.37
H5 0.180 -1.299 0.445  0.20
H6 1.279 -0.082 2.474  0.63
H7 1.892 1.182 1.328  -0.23
H8 5.535 -0.186 0.403  0.30
H9 4.760 0.902 1.723  0.24
H10 5.242 1.691 -0.988  0.42
H11 3.487 1.266 -1.112  0.18
H12 2.707 2.979 0.168  -0.01
H13 4.080 2.962 1.400  0.18
H14 3.879 4.766 -0.473  0.34
H15 2.943 -0.529 3.917  -0.11
H16 3.103 -2.829 4.385  -0.13
H17 7.018 0.323 4.512  0.33
H18 4.739 -1.105 6.233  0.31
C9 0.698 -7.313 -0.604  -0.61
C10 0.193 -8.297 0.238  -0.48
C11 0.151 -8.084 1.610  -0.30
C12 0.614 -6.879 2.127  0.01
C13 1.128 -5.893 1.292  -0.62
C14 1.169 -6.115 -0.078  -0.34
N1 0.548 -6.639 3.571  1.03
O8 0.107 -7.535 4.276  -0.57
O9 0.932 -5.558 3.988  -0.64
H19 0.725 -7.479 -1.676  0.40
H20 -0.172 -9.230 -0.176  0.41
H21 -0.246 -8.858 2.257  0.55
H22 1.495 -4.955 1.690  0.70
H23 1.565 -5.352 -0.737  0.46
C15 -3.760 -6.889 4.771  -0.59
C16 -2.963 -7.145 3.661  0.05
C17 -3.484 -7.838 2.576  -0.49
C18 -4.806 -8.268 2.612  -0.01
C19 -5.607 -8.023 3.722  -0.42
C20 -5.078 -7.331 4.804  -0.39
N2 -5.366 -8.979 1.458  1.01
O10 -4.628 -9.192 0.510  -0.60
O11 -6.538 -9.313 1.511  -0.60
H24 -3.352 -6.343 5.615  0.40
H25 -1.939 -6.800 3.640  0.22
H26 -2.854 -8.031 1.716  0.58
H27 -6.636 -8.360 3.757  0.44
H28 -5.694 -7.133 5.673  0.38
C21 -1.497 3.403 -3.509  -1.04
C22 -1.855 3.332 -2.166  -0.27
C23 -1.063 3.944 -1.205  0.31
C24 0.082 4.628 -1.600  -0.34
C25 0.450 4.698 -2.938  -0.38
C26 -0.346 4.080 -3.894  -0.19
N3 0.904 5.295 -0.587  1.10
O12 0.557 5.194 0.579  -0.56
O13 1.888 5.914 -0.965  -0.67
H29 -2.121 2.928 -4.259  0.40
H30 -2.752 2.801 -1.871  0.45
H31 -1.348 3.882 -0.164  0.25
H32 1.343 5.225 -3.251  0.61
H33 -0.073 4.128 -4.934  0.38
C27 0.711 5.219 -10.617  -0.39
C28 1.818 4.777 -9.902  -0.52
C29 1.852 4.910 -8.520  -0.22
C30 0.767 5.483 -7.864  0.03
C31 -0.341 5.934 -8.573  -0.24
C32 -0.365 5.800 -9.955  -0.50
N4 0.788 5.603 -6.404  0.92
O14 1.784 5.213 -5.815  -0.55
O15 -0.195 6.080 -5.857  -0.55
H34 0.685 5.108 -11.696  0.37
H35 2.655 4.326 -10.422  0.37
H36 2.720 4.563 -7.973  0.43
H37 -1.186 6.385 -8.068  0.43
H38 -1.225 6.145 -10.517  0.37
C33 -3.864 5.518 3.828  -0.46
C34 -3.026 5.233 2.755  -0.38
C35 -3.513 4.529 1.662  0.28
C36 -4.839 4.118 1.651  -0.33
C37 -5.682 4.392 2.723  -0.41
C38 -5.188 5.094 3.814  -0.45
N5 -5.363 3.395 0.487  0.98
O16 -4.594 3.151 -0.434  -0.59
O17 -6.540 3.080 0.500  -0.60
H39 -3.483 6.073 4.678  0.38
H40 -1.994 5.564 2.770  0.48
H41 -2.853 4.314 0.834  0.26
H42 -6.716 4.069 2.721  0.45
H43 -5.837 5.316 4.654  0.38

The total energy comes out at -120945.5094 eV. The calculation puts the HOMO energy at -0.363 Ha.

---

Entry 6:
Entry from the OMol25 dataset: C19H23N6O2PPt as an isolated structure (ωB97M-V with the def2-TZVPD basis set).

Last column: Mulliken charge in e.
Geometry (Å):
Pt1 -0.086 -1.232 0.304  0.40
O1 -1.598 -2.384 -4.266  -0.37
C1 -1.044 -1.204 -4.725  0.71
C2 -1.191 -0.794 -6.032  -0.48
C3 -0.848 0.456 -6.433  -0.50
C4 -0.313 1.343 -5.498  -0.43
C5 0.076 0.902 -4.252  -0.52
C6 -0.245 -0.433 -3.899  0.55
C7 0.208 -0.869 -2.548  0.52
O2 0.220 -0.033 -1.575  -0.61
N1 0.317 -2.183 -2.443  -0.85
N2 0.293 -2.590 -1.139  0.24
C8 0.384 -3.880 -0.720  -0.29
C9 0.496 -3.949 0.729  0.78
C10 1.108 -4.992 1.435  -0.72
C11 1.094 -4.956 2.813  -0.30
C12 0.405 -3.912 3.468  -0.73
C13 -0.050 -2.889 2.718  -0.06
N3 0.043 -2.889 1.375  -0.17
H1 -2.440 -2.525 -4.661  0.43
H2 -1.597 -1.526 -6.701  0.50
H3 -0.934 0.728 -7.493  0.46
H4 -0.087 2.360 -5.845  0.43
H5 0.361 1.629 -3.475  0.30
H6 0.632 -4.675 -1.429  0.49
H7 1.618 -5.719 0.820  0.42
H8 1.705 -5.671 3.342  0.47
H9 0.413 -3.844 4.539  0.42
H10 -0.611 -2.057 3.123  0.51
C14 1.388 3.487 1.924  -0.68
N4 1.070 2.647 3.111  0.04
C15 -0.292 3.053 3.634  -0.71
N5 -1.383 2.870 2.657  0.20
C16 -0.963 3.680 1.460  -0.91
N6 0.366 3.330 0.925  0.33
C17 0.300 2.060 0.211  -0.70
P1 -0.037 0.727 1.424  0.79
C18 1.140 1.213 2.752  -0.79
C19 -1.525 1.440 2.187  -0.72
H11 2.315 3.159 1.427  0.39
H12 1.470 4.545 2.239  0.36
H13 1.761 2.782 3.876  0.39
H14 -0.295 4.089 3.869  0.41
H15 -0.606 2.472 4.510  0.40
H16 -1.018 4.741 1.721  0.35
H17 -1.730 3.500 0.718  0.44
H18 1.252 1.895 -0.340  0.43
H19 -0.455 2.104 -0.567  0.46
H20 2.182 1.050 2.514  0.54
H21 0.942 0.686 3.684  0.50
H22 -1.801 0.819 3.027  0.41
H23 -2.408 1.439 1.510  0.47

As for the net charge: +4. The total energy comes out at -45598.8703 eV. The expectation value of S² is 6.059. The calculation puts the HOMO energy (alpha / beta) at -0.650 / -0.760 Ha. As for the spin multiplicity: 5.